No. 1
{"formula": "C17H31B2Cl3CsF2KN2O18PV", "method": "ωB97M-V with the def2-TZVPD basis set", "elements": ["O", "N", "O", "P", "C", "C", "C", "C", "C", "C", "C", "C", "B", "O", "O", "H", "H", "H", "H", "H", "H", "H", "H", "H", "H", "H", "H", "H", "Cl", "O", "V", "O", "Cl", "C", "C", "O", "C", "C", "H", "H", "H", "H", "H", "H", "H", "H", "H", "H", "K", "O", "Cl", "O", "O", "O", "Cs", "C", "C", "O", "C", "O", "O", "H", "H", "H", "H", "N", "H", "H", "H", "H", "B", "O", "C", "O", "C", "O", "O", "F", "F"], "positions_angstrom": [[-1.11858, -2.99185, 1.66266], [-1.04836, -1.83976, 1.63038], [-0.40299, -1.40250, 0.43466], [1.18603, -0.83097, 0.95648], [2.97990, -0.43731, 1.53480], [3.37965, 1.02795, 1.44130], [3.57161, 1.62087, 2.82554], [4.42543, 0.94727, 3.69600], [4.64503, 1.39145, 5.03117], [4.03997, 2.54480, 5.44152], [3.21867, 3.21882, 4.56192], [2.96698, 2.77194, 3.27810], [0.32395, 0.53405, 2.08365], [-0.48062, 1.47026, 1.39868], [0.44614, 0.64585, 3.40470], [1.40025, -2.15883, 1.48383], [1.52063, -0.64764, -0.42794], [3.67769, -1.03282, 0.90527], [3.07619, -0.83887, 2.53776], [4.35910, 1.07254, 0.97556], [2.73537, 1.62739, 0.82298], [4.86111, 0.02374, 3.38747], [5.27857, 0.80436, 5.66085], [4.22664, 2.89809, 6.43610], [2.76649, 4.12902, 4.90629], [2.29467, 3.31369, 2.64546], [0.10310, 2.29207, 1.18275], [0.86487, -0.11169, 3.82247], [6.68049, 1.59285, 3.24980], [-1.25680, 4.51183, 5.72472], [-0.83101, 4.42849, 4.14302], [-0.40033, 4.34674, 2.55323], [1.47110, 3.48971, 0.54716], [-3.57925, -7.87736, -0.23519], [-3.10003, -7.01818, -1.39207], [-2.95395, -5.65719, -1.05981], [-2.07732, -5.32401, -0.03543], [-0.62323, -5.71068, -0.26506], [-4.52492, -7.49451, 0.14547], [-3.71658, -8.90891, -0.56514], [-2.86884, -7.88386, 0.59449], [-3.83976, -7.04682, -2.19050], [-2.16490, -7.41711, -1.81645], [-2.43504, -5.72878, 0.91462], [-2.14700, -4.24251, 0.04731], [-0.46795, -6.78670, -0.34708], [-0.05149, -5.34265, 0.59079], [-0.24402, -5.25582, -1.19055], [1.89141, -3.10770, 0.16430], [-4.52696, -4.99494, 1.52833], [-5.36476, -4.15102, 0.68732], [-4.53816, -3.11457, 0.09716], [-6.38997, -3.54833, 1.49611], [-5.96115, -4.95184, -0.35000], [-0.95078, 1.92496, -0.57313], [-1.79637, 2.71602, -6.94772], [-0.93388, 2.19326, -8.07392], [0.10891, 1.50381, -7.36750], [-0.37103, 1.16190, -6.15175], [0.20093, 0.43934, -5.39717], [-1.56188, 1.73989, -5.91232], [-2.84920, 2.76519, -7.19506], [-1.47885, 3.69309, -6.58688], [-1.45959, 1.47802, -8.70829], [-0.52028, 2.98196, -8.69566], [9.65171, 2.84988, 4.60715], [9.23202, 3.62761, 5.11731], [8.90201, 2.28808, 4.17840], [10.26326, 3.21184, 3.87468], [10.19211, 2.26956, 5.24866], [-5.65062, 4.83551, -3.12220], [-5.92638, 6.12697, -3.82645], [-5.41151, 6.08067, -5.03557], [-5.45363, 6.95245, -5.85767], [-4.73099, 4.70462, -5.22044], [-4.15616, 4.33288, -6.21200], [-4.87832, 4.01333, -4.11872], [-6.82510, 4.20503, -2.78552], [-4.87343, 5.05610, -1.99526]], "forces_ev_per_a": [[-0.0508, -0.4027, 0.2642], [-0.5752, 0.2378, 0.1685], [0.5737, -0.2410, -0.8183], [0.6926, 2.3096, 2.4144], [-0.4100, -0.8785, -1.3619], [0.9014, -0.1004, 0.8587], [-0.3674, -0.1758, -0.3484], [-0.2105, 0.0831, 0.6542], [-0.7787, -0.1448, -0.5170], [0.5496, -0.6961, 0.4446], [-0.3889, 0.7342, 0.4426], [0.0140, -0.2451, -0.2458], [-1.2316, 1.4475, -0.9062], [3.6345, -2.4006, 8.9004], [0.0588, -0.4889, 0.3518], [-1.5185, 3.2675, 2.6696], [-0.5527, 0.0920, 0.4477], [-0.2014, 0.0629, 0.2412], [-0.0441, -0.0585, 0.3032], [0.2615, 0.1008, -0.2207], [-0.3845, 0.1755, -0.0941], [-0.0272, -0.5509, 0.0040], [0.2752, -0.1137, 0.3050], [-0.1100, 0.2758, 0.3190], [-0.1967, 0.4093, -0.0020], [-0.1176, 0.2317, -0.2433], [0.8368, 0.1235, 1.8134], [0.2291, 0.0550, 0.3485], [1.8701, 0.5686, -0.2261], [0.2686, -0.0216, -0.4402], [-0.0671, -0.1742, 0.0421], [-0.0976, -0.0121, 0.5054], [-0.2096, 0.2915, -0.3585], [-0.0135, -0.0018, 0.0950], [0.0333, -0.2590, 0.1604], [0.0476, 0.1652, -0.7842], [-0.0848, -0.0432, 0.4003], [0.1023, 0.0552, -0.3996], [-0.0129, 0.0549, -0.0055], [0.0040, 0.0065, -0.0309], [0.0259, -0.0416, -0.0282], [-0.0238, 0.1246, -0.0110], [0.0143, -0.0064, 0.0654], [0.1208, 0.0165, 0.0588], [-0.1699, -0.0105, -0.0350], [0.0267, -0.0091, 0.1046], [0.1810, -0.0601, 0.1620], [-0.0107, -0.0057, 0.0115], [1.6230, -5.3098, -4.3938], [-0.1078, 0.1185, 0.0099], [0.0594, -0.2830, 0.0281], [0.1078, 0.0560, 0.0696], [-0.0160, 0.1180, 0.0482], [0.0447, 0.0445, 0.0477], [-4.0935, 1.7396, -11.1778], [-0.1854, 0.0279, -0.2104], [-0.0827, 0.0776, -0.0506], [-0.0216, 0.0237, -0.0747], [-0.2323, 0.1740, -0.0858], [0.1925, -0.2145, 0.3541], [0.2970, -0.0213, -0.1725], [-0.0569, -0.0451, 0.2285], [0.0005, -0.0083, 0.0330], [-0.0023, -0.0439, 0.0431], [0.1872, -0.0310, 0.0591], [0.2175, 0.0660, 0.0695], [-0.0778, -0.0125, -0.0368], [-0.7731, -0.2560, -0.3282], [-0.0318, 0.0028, -0.0234], [-0.0028, -0.0014, 0.0029], [-0.2147, -0.0404, 0.3443], [0.2384, -0.2924, -0.1601], [-0.1846, 0.2697, 0.1397], [0.0889, 0.0446, -0.2117], [0.0472, -0.2601, 0.0677], [0.0322, 0.1024, -0.1597], [-0.0337, 0.2734, -0.0685], [-0.1589, -0.1073, -0.0230], [0.2736, 0.0412, 0.1521]], "multiplicity": 1, "e_homo_ha": -0.281, "e_above_lowest_ev": 0.000, "e_lumo_ev": -6.28}

***

No. 2
{"formula": "C3H14N2O3", "method": "ωB97M-V with the def2-TZVPD basis set", "elements": ["C", "C", "N", "C", "N", "H", "H", "H", "H", "H", "H", "H", "H", "O", "H", "H", "O", "H", "H", "O", "H", "H"], "positions_angstrom": [[-2.04456, 1.70629, -0.11104], [-0.74384, 0.99154, -0.13520], [-0.34890, 0.23402, 1.01673], [0.11589, 1.01886, -1.16719], [1.26051, 0.17507, -1.19698], [-2.41473, 1.84693, 0.90884], [-2.04286, 2.73898, -0.47561], [-2.80011, 1.20684, -0.72007], [-1.07591, 0.28672, 1.72222], [-0.20986, -0.75343, 0.82472], [-0.13022, 1.61932, -2.03472], [1.95605, 0.41991, -0.49222], [1.73511, 0.25367, -2.08564], [0.34160, -2.66769, -1.20781], [0.10318, -1.74636, -1.36239], [1.23279, -2.55908, -0.84796], [2.43820, 1.50192, 1.41565], [2.37700, 2.14384, 0.70051], [1.52679, 1.32609, 1.69627], [-0.75738, -3.17352, 1.40798], [-0.57160, -2.93930, 0.47480], [0.05283, -3.63065, 1.66911]], "forces_ev_per_a": [[-0.6635, 0.9799, 0.2062], [1.4609, -0.3525, -0.2236], [-0.9435, 0.3657, 0.1680], [-0.9091, 0.0369, 0.3726], [0.5264, 0.2693, -0.3365], [-0.0679, -0.4187, -0.0300], [0.5177, -0.1627, -0.2593], [-0.0545, -0.2422, 0.2726], [0.0908, -0.1332, -0.0186], [0.2543, 0.0393, -0.0283], [0.1024, -0.1435, -0.1067], [-0.2950, -0.1766, 0.2680], [-0.0527, -0.0303, -0.1119], [0.0591, -0.0766, 0.3080], [0.0691, 0.2458, -0.2126], [-0.0682, -0.1001, -0.1617], [0.1634, 0.0056, -0.0329], [-0.1331, 0.1095, 0.1924], [-0.0425, -0.1125, -0.2613], [0.3643, 0.2121, -0.3357], [-0.1363, -0.3537, 0.2453], [-0.2420, 0.0385, 0.0863]], "multiplicity": 1, "e_homo_ha": -0.297, "e_above_lowest_ev": 0.469, "e_lumo_ev": 0.62, "smiles": "C/C(N)=C/N.O.O.O"}

***

No. 3
{"formula": "C23H15N2O4S2", "method": "ωB97M-V with the def2-TZVPD basis set", "elements": ["C", "C", "C", "C", "C", "C", "S", "O", "O", "C", "C", "C", "C", "C", "C", "C", "C", "S", "O", "O", "H", "H", "H", "H", "H", "H", "H", "H", "H", "H", "C", "C", "N", "C", "C", "C", "C", "C", "C", "C", "N", "H", "H", "H", "H", "H"], "positions_angstrom": [[5.34466, -2.02528, -2.29546], [3.99377, -2.03575, -1.94237], [3.34664, -0.82665, -1.69905], [4.00860, 0.37434, -1.81904], [5.35198, 0.40048, -2.19704], [6.02271, -0.80409, -2.42655], [3.02166, 1.86197, -1.49326], [3.47063, 2.41361, -0.23663], [2.97286, 2.64370, -2.70861], [1.44886, 1.02858, -1.30423], [0.26499, 1.64305, -1.48794], [-1.00486, 0.94689, -1.60065], [-1.45404, 0.06021, -0.60144], [-2.68711, -0.58194, -0.69409], [-3.44617, -0.49318, -1.86712], [-3.00804, 0.36816, -2.88505], [-1.84130, 1.12155, -2.72455], [1.58775, -0.75143, -1.29181], [0.85340, -1.28070, -2.41392], [1.43143, -1.27990, 0.04709], [5.85740, -2.96869, -2.48439], [3.42319, -2.95505, -1.87217], [5.84606, 1.35775, -2.29988], [7.07460, -0.78732, -2.71287], [0.28423, 2.71259, -1.70466], [-0.85860, -0.02604, 0.30863], [-3.03389, -1.16048, 0.16807], [-4.37519, -1.06559, -1.96264], [-3.58243, 0.44978, -3.81301], [-1.51764, 1.83824, -3.48446], [-0.83982, 0.76279, 2.70219], [0.37036, 0.48089, 3.36838], [1.38640, 0.29549, 3.93033], [-2.07170, 0.13944, 3.16123], [-3.34225, 0.62073, 2.74424], [-4.50852, -0.05047, 3.10705], [-4.45339, -1.19282, 3.91736], [-3.21644, -1.62515, 4.41451], [-2.04141, -0.96103, 4.06387], [-0.83752, 1.96914, 1.98522], [-0.74657, 3.00211, 1.42231], [-3.39960, 1.53414, 2.14556], [-5.47220, 0.33164, 2.76430], [-5.36886, -1.72818, 4.18099], [-3.16801, -2.47809, 5.09854], [-1.08661, -1.27945, 4.49303]], "forces_ev_per_a": [[-0.3250, 0.2337, 0.0507], [0.1612, 0.1349, -0.0496], [-0.4562, -0.0745, -0.0805], [-0.1090, 0.2800, -0.0781], [-0.1076, -0.1734, 0.1182], [-0.3285, 0.1572, 0.1130], [0.1978, -0.6464, 0.3520], [-0.2123, -0.0126, -0.9305], [0.1252, -0.0073, 0.6486], [-0.4234, -0.0007, -0.3167], [1.2253, 0.0828, -0.4004], [-1.8211, -0.9668, 0.1333], [0.2240, 0.6218, 0.1005], [0.0577, -0.1952, -0.1835], [0.3894, 0.3529, 0.1986], [0.0646, -0.0706, 0.1029], [0.4504, 0.0829, 0.1630], [0.6569, -0.0876, 0.6813], [0.1966, -0.0952, 0.4292], [-0.0543, 0.1880, -1.0972], [-0.1076, 0.2857, 0.0517], [0.1496, -0.0041, 0.0282], [0.1056, -0.0544, -0.0268], [-0.2958, -0.0112, 0.0756], [-0.0291, -0.1268, 0.1561], [-0.2290, -0.1337, -0.1721], [0.1271, 0.1135, -0.4051], [0.3576, 0.3072, -0.0258], [0.1926, 0.0729, 0.3639], [-0.2416, -0.2893, 0.0699], [-0.2502, 0.0582, 0.5087], [1.8788, -0.2303, 0.8874], [-1.7026, 0.1202, -0.9078], [-0.2045, -0.0569, 0.0907], [0.1290, -0.3301, 0.1479], [0.3033, -0.1247, 0.1486], [-0.0522, -0.0023, 0.0157], [0.0360, 0.3510, -0.1656], [-0.2958, 0.1063, -0.2162], [0.3237, 1.9695, -0.8236], [-0.3511, -1.8903, 0.6688], [0.0683, -0.3504, 0.0866], [0.2272, -0.1242, 0.0813], [0.2657, 0.1915, -0.0604], [-0.0248, 0.2677, -0.2480], [-0.2919, 0.0813, -0.2847]], "multiplicity": 1, "e_homo_ha": -0.131, "total_charge": -1, "e_lumo_ev": 1.96}